(1)
One molecule with the formula C15H19FN2O2S at a distorted geometry. Source: the OMol25 dataset; level of theory: ωB97M-V with the def2-TZVPD basis set.

Each line ends with the Mulliken charge.
Element x y z (Å)
F: 4.56 -1.94 2.06  -0.334
S: 3.46 -0.68 2.11  1.020
C: 2.05 -1.59 2.05  -0.795
C: 0.72 -1.28 1.40  -0.706
O: 3.68 -0.03 3.37  -0.615
O: 3.72 0.02 0.88  -0.601
H: 2.13 -2.32 2.84  0.307
H: 0.01 -1.61 2.17  0.307
H: 0.74 -0.19 1.22  0.422
C: 1.54 0.06 -1.32  -1.006
C: 0.45 1.03 -1.18  1.094
C: -0.82 0.57 -0.73  -0.242
N: -0.99 -0.79 -0.47  0.377
C: 0.04 -1.64 0.01  0.208
N: -0.50 -2.91 -0.13  0.223
C: 0.15 -4.10 0.29  -0.876
C: -1.84 -2.83 -0.47  -0.790
C: -2.11 -1.55 -0.80  -0.324
C: -1.85 1.49 -0.43  1.433
C: -3.10 1.06 0.26  -1.928
C: -1.63 2.85 -0.62  -0.925
C: -0.38 3.33 -1.08  0.837
C: -0.14 4.80 -1.21  -1.392
C: 0.63 2.39 -1.37  -1.009
H: 2.51 0.41 -0.96  0.362
H: 1.18 -0.88 -0.79  -0.092
H: 1.66 -0.30 -2.35  0.346
H: 1.13 -3.82 0.76  0.353
H: -0.47 -4.68 0.98  0.343
H: 0.40 -4.71 -0.60  0.305
H: -2.51 -3.66 -0.35  0.462
H: -3.05 -1.18 -1.17  0.461
H: -3.55 1.95 0.73  0.410
H: -3.85 0.62 -0.43  0.331
H: -2.88 0.33 1.07  0.356
H: -2.45 3.54 -0.35  0.347
H: 0.82 5.01 -1.71  0.344
H: -0.96 5.23 -1.82  0.357
H: -0.14 5.30 -0.22  0.299
H: 1.64 2.72 -1.64  0.330

Summary:
**Maximum force**: 0.0813 Eh/bohr
**Total charge**: 0



(2)
One molecule with the formula C15H19N3O3S at a distorted geometry. Source: the OMol25 dataset; level of theory: ωB97M-V with the def2-TZVPD basis set.

Each line ends with the Mulliken charge.
Element x y z (Å)
C: 3.41 3.80 -0.16  -0.929
O: 3.71 2.46 -0.46  -0.421
C: 2.92 1.49 0.09  1.155
C: 1.82 1.71 0.89  -0.516
C: 1.08 0.65 1.40  -1.005
C: 1.44 -0.65 1.12  -0.451
C: 0.66 -1.82 1.65  -1.070
C: 0.24 -2.67 0.48  0.442
O: 0.80 -3.67 0.12  -0.636
N: -0.83 -2.21 -0.26  -0.060
C: -1.68 -1.16 -0.06  0.325
N: -1.77 -0.42 0.98  -0.007
N: -2.70 0.53 0.89  -0.661
C: -3.35 0.54 -0.20  0.056
C: -4.47 1.47 -0.53  0.766
C: -4.49 2.64 0.44  -1.522
C: -5.79 0.70 -0.50  -1.330
S: -2.83 -0.72 -1.33  -0.247
C: 2.55 -0.88 0.31  -0.205
C: 3.29 0.16 -0.21  0.847
O: 4.39 0.02 -1.01  -0.448
C: 4.81 -1.28 -1.35  -0.910
H: 4.17 4.39 -0.68  0.233
H: 2.42 4.09 -0.53  0.361
H: 3.47 4.00 0.91  0.363
H: 1.51 2.72 1.14  0.362
H: 0.22 0.85 2.02  0.412
H: -0.20 -1.47 2.21  0.539
H: 1.30 -2.44 2.29  0.360
H: -1.01 -2.76 -1.10  0.248
H: -4.31 1.84 -1.55  0.289
H: -3.55 3.19 0.40  0.356
H: -5.30 3.32 0.18  0.435
H: -4.63 2.28 1.45  0.320
H: -6.61 1.36 -0.76  0.380
H: -5.97 0.30 0.50  0.337
H: -5.77 -0.13 -1.20  0.388
H: 2.82 -1.91 0.10  0.495
H: 4.03 -1.83 -1.89  0.367
H: 5.67 -1.15 -1.99  0.228
H: 5.10 -1.85 -0.46  0.352

Summary:
**SMILES**: COc1ccc(CC(=O)Nc2nnc(C(C)C)s2)cc1OC
**Maximum force**: 0.0322 Eh/bohr
**Total charge**: 0



(3)
C15H19N3O3S as an isolated structure at a distorted geometry. Source: the OMol25 dataset; level of theory: ωB97M-V with the def2-TZVPD basis set.

Each line ends with the Mulliken charge.
Element x y z (Å)
C: 3.45 3.11 0.85  -1.070
C: 4.32 1.82 1.03  -0.479
O: 4.13 1.04 -0.08  -0.280
C: 4.65 -0.33 0.08  -0.695
C: 4.24 -1.36 -1.22  -0.440
C: 2.68 -1.42 -1.12  0.557
N: 2.00 -1.49 -2.12  -0.076
N: 0.76 -1.48 -2.28  -0.913
C: 0.35 -1.54 -1.02  0.360
N: -0.87 -1.74 -0.55  0.007
C: -1.35 -1.54 0.79  0.100
O: -0.61 -1.62 1.59  -0.454
C: -2.78 -2.05 0.83  0.951
C: -3.14 -3.26 1.01  -1.571
H: -4.24 -3.48 1.00  0.357
H: -2.97 -3.84 0.15  0.475
H: -2.59 -4.01 1.82  0.259
O: -3.55 -1.33 -0.04  -0.427
C: -3.40 0.20 -0.31  0.876
C: -4.37 0.66 -1.12  -0.436
C: -4.44 1.97 -1.55  -0.391
C: -3.74 2.93 -0.53  -1.116
C: -2.80 2.43 0.35  -0.309
C: -2.79 1.00 0.69  -1.143
H: -2.07 0.75 1.05  0.816
H: -2.11 3.00 0.88  0.484
H: -3.66 3.71 -0.86  0.689
H: -5.00 2.52 -2.26  0.419
H: -5.01 -0.11 -1.71  0.261
H: -3.05 -1.44 1.97  0.114
H: -1.59 -1.59 -1.32  0.253
S: 1.67 -1.50 0.12  -0.252
H: 4.60 -0.71 -1.98  0.317
H: 4.65 -2.29 -0.97  0.323
H: 4.24 -0.83 1.06  0.324
H: 5.73 0.03 0.19  0.396
H: 3.83 1.36 1.79  0.386
H: 5.24 2.05 1.43  0.484
H: 2.33 2.93 0.67  0.176
H: 3.65 3.69 -0.06  0.314
H: 3.62 3.73 1.75  0.354

Summary:
**Maximum force**: 0.3727 Eh/bohr
**Total charge**: 0



(4)
One molecule with the formula C15H19N3OS. Source: the OMol25 dataset; level of theory: ωB97M-V with the def2-TZVPD basis set.

Each line ends with the Mulliken charge.
Element x y z (Å)
C: -0.86 -3.15 0.60  -1.090
C: -0.48 -2.79 -0.82  -0.692
S: -0.32 -0.99 -1.09  -0.026
C: -1.84 -0.34 -0.44  0.317
C: -3.03 -1.04 -0.56  -0.781
C: -4.19 -0.56 0.02  -0.503
C: -4.18 0.63 0.72  -0.713
C: -3.01 1.35 0.81  -0.477
C: -1.84 0.90 0.22  0.331
C: -0.63 1.78 0.31  0.515
O: -0.29 2.33 1.34  -0.652
N: -0.01 1.97 -0.87  -0.132
C: 1.14 2.83 -1.03  -1.170
C: 2.46 2.06 -1.02  -0.445
C: 2.82 1.52 0.38  -0.775
N: 2.74 0.09 0.47  0.258
C: 2.12 -0.62 1.45  -0.050
C: 2.39 -1.94 1.20  -0.834
N: 3.17 -2.04 0.09  -0.644
C: 3.36 -0.82 -0.31  -0.200
H: -0.17 -2.67 1.30  0.178
H: -1.87 -2.83 0.84  0.387
H: -0.80 -4.23 0.73  0.356
H: 0.52 -3.16 -1.06  0.480
H: -1.19 -3.20 -1.55  0.581
H: -3.05 -1.97 -1.11  0.421
H: -5.11 -1.13 -0.09  0.413
H: -5.08 1.00 1.18  0.388
H: -2.97 2.29 1.34  0.463
H: -0.29 1.43 -1.67  0.326
H: 1.12 3.55 -0.20  0.361
H: 1.04 3.37 -1.97  0.448
H: 2.39 1.23 -1.72  0.395
H: 3.25 2.73 -1.37  0.333
H: 3.83 1.84 0.65  0.362
H: 2.13 1.94 1.12  0.456
H: 1.53 -0.15 2.22  0.449
H: 2.11 -2.81 1.76  0.540
H: 3.95 -0.55 -1.17  0.426

Summary:
**SMILES**: CCSc1ccccc1C(=O)NCCCn1ccnc1
**Maximum force**: 0.0116 Eh/bohr
**Total charge**: 0



(5)
One molecule with the formula C15H19N3OS at a distorted geometry. Source: the OMol25 dataset; level of theory: ωB97M-V with the def2-TZVPD basis set.

Each line ends with the Mulliken charge.
Element x y z (Å)
C: 3.74 -3.62 -0.75  -1.255
C: 3.93 -2.11 -0.71  -0.710
C: 2.65 -1.38 -0.28  0.649
C: 2.79 0.13 -0.46  -1.435
C: 2.37 -1.65 1.17  0.068
O: 3.20 -1.92 2.01  -0.627
N: 1.05 -1.52 1.60  -0.023
C: -0.09 -1.23 0.91  0.453
N: -0.21 -1.01 -0.35  0.101
N: -1.46 -0.74 -0.72  -0.951
C: -2.32 -0.74 0.22  0.514
C: -3.74 -0.37 0.06  -0.676
C: -4.00 1.00 0.73  -1.257
C: -2.99 2.00 0.26  0.524
C: -1.91 2.34 1.06  -0.116
C: -0.92 3.19 0.59  -0.703
C: -1.01 3.72 -0.69  -0.457
C: -2.09 3.39 -1.49  -0.641
C: -3.07 2.53 -1.02  -0.160
S: -1.62 -1.12 1.79  -0.244
H: 3.50 -3.99 0.25  0.300
H: 2.93 -3.89 -1.42  0.300
H: 4.65 -4.11 -1.08  0.396
H: 4.73 -1.86 -0.01  0.319
H: 4.22 -1.76 -1.70  0.389
H: 1.81 -1.73 -0.88  0.448
H: 3.03 0.36 -1.49  0.403
H: 1.85 0.63 -0.21  0.301
H: 3.58 0.52 0.18  0.311
H: 0.94 -1.67 2.59  0.259
H: -3.95 -0.31 -1.01  0.395
H: -4.39 -1.13 0.50  0.380
H: -3.94 0.88 1.81  0.433
H: -5.01 1.32 0.47  0.374
H: -1.83 1.94 2.06  0.390
H: -0.09 3.45 1.22  0.414
H: -0.24 4.38 -1.06  0.392
H: -2.17 3.80 -2.49  0.374
H: -3.91 2.28 -1.65  0.367

Summary:
**SMILES**: CC[C@H](C)C(=O)Nc1nnc(CCc2ccccc2)s1
**Maximum force**: 0.0311 Eh/bohr
**Total charge**: 0



(6)
C15H19N4O9Pd as an isolated structure. Source: the OMol25 dataset; level of theory: ωB97M-V with the def2-TZVPD basis set.

Each line ends with the Mulliken charge.
Element x y z (Å)
Pd: -0.64 0.46 0.04  0.729
C: 2.32 4.00 2.62  -0.853
N: 1.28 2.97 2.67  0.055
C: 0.36 2.90 3.81  -0.807
C: 1.09 2.13 1.67  0.938
O: 0.18 1.27 1.75  -0.745
C: 1.99 2.24 0.45  -1.034
O: 1.81 1.19 -0.48  -0.396
C: 2.59 0.03 -0.32  -1.230
C: 1.78 -1.20 0.04  1.195
O: 0.54 -1.16 0.27  -0.735
N: 2.41 -2.36 0.11  0.106
C: 3.84 -2.54 -0.11  -1.028
C: 1.69 -3.60 0.39  -1.007
H: 2.19 4.66 3.47  0.285
H: 2.23 4.61 1.72  0.351
H: 3.32 3.57 2.67  0.324
H: 0.70 3.60 4.57  0.324
H: 0.35 1.90 4.22  0.283
H: -0.65 3.16 3.49  0.306
H: 3.04 2.30 0.76  0.590
H: 1.74 3.16 -0.08  0.394
H: 3.38 0.18 0.42  0.571
H: 3.07 -0.16 -1.29  0.527
H: 4.35 -1.61 -0.34  0.356
H: 3.99 -3.23 -0.95  0.364
H: 4.29 -2.98 0.78  0.362
H: 0.63 -3.40 0.49  0.258
H: 2.06 -4.04 1.32  0.341
H: 1.85 -4.30 -0.42  0.351
O: -3.80 2.70 -0.75  -0.580
C: -2.94 1.87 -0.69  0.588
O: -1.80 2.01 -0.04  -0.620
C: -3.10 0.51 -1.34  0.494
C: -1.98 -0.19 -1.77  -0.587
C: -2.12 -1.46 -2.30  0.120
C: -3.35 -2.06 -2.43  -0.437
C: -4.45 -1.33 -2.00  -0.093
C: -4.36 -0.07 -1.47  -0.726
N: -5.79 -1.96 -2.13  1.042
O: -6.74 -1.32 -1.74  -0.584
O: -5.83 -3.08 -2.60  -0.593
N: -0.91 -2.18 -2.75  1.159
O: 0.15 -1.59 -2.66  -0.645
O: -1.05 -3.31 -3.16  -0.596
H: -0.98 0.29 -1.88  0.640
H: -3.46 -3.05 -2.85  0.632
H: -5.25 0.47 -1.15  0.612

Summary:
**Maximum force**: 0.0124 Eh/bohr
**Total charge**: +1



Frontier orbital gap readings, ordered: 6.214 8.379 8.580 8.868 9.545 8.185 eV
Energy above the lowest of the compared OMol25 structures with the same formula, charge and spin readings, ordered: 60.40 279.70 1558.20 84.76 118.21 1.13 kJ/mol
Total energy readings, ordered: -1340.877729 -1371.141475 -1370.654519 -1220.704498 -1220.691760 -1606.642312 Ha